Entry 1:
C31H38BiN4O7SSbSe | ωB97M-V with the def2-TZVPD basis set

Computed properties:
**Total charge**: 0
**Multiplicity**: 1
**HOMO-LUMO gap**: 7.6 eV
**Molecular weight**: 1020.4 g/mol
**E_LUMO**: -0.97 eV

The geometry in XYZ format:
```
84
Properties=species:S:1:pos:R:3:forces:R:3
Bi -0.704687 -0.785043 0.207994 -0.2 0.4 0.6
Se 1.894044 -0.334143 8.098256 0.2 0.1 0.8
N 2.595811 0.182619 6.554282 0.0 0.0 0.0
C 1.815482 -0.289134 5.627198 -0.3 -0.2 -0.4
C 2.038417 -0.062359 4.196866 0.0 0.0 0.3
C 3.140553 0.642912 3.720271 0.1 0.1 0.2
C 3.274381 0.848098 2.369177 0.1 0.0 -0.1
C 2.285683 0.354717 1.529099 -0.3 -0.2 0.2
N 1.231216 -0.330327 1.967188 0.4 0.1 -0.1
C 1.107839 -0.553232 3.289274 -0.2 -0.1 -0.3
C -0.040066 -1.368362 3.742337 0.0 0.0 -0.3
N -0.832809 -1.869944 2.787300 -0.1 -0.1 0.1
C -1.842102 -2.657943 3.128252 0.0 0.0 -0.1
C -2.131043 -2.967752 4.456395 -0.1 0.0 0.0
C -1.333438 -2.439263 5.444107 0.0 0.0 0.2
C -0.252803 -1.632169 5.090566 0.1 0.1 0.2
C 0.668536 -1.059065 6.074936 -0.1 0.0 -0.5
N 0.530927 -1.198693 7.360999 0.1 0.0 0.0
H 3.869856 1.016263 4.428737 0.0 0.0 0.0
H 4.119585 1.383682 1.955435 -0.1 0.0 0.0
H 2.342009 0.518566 0.462846 0.0 0.0 0.1
H -2.416105 -3.078092 2.305083 0.1 0.1 0.1
H -2.964849 -3.615152 4.695371 0.0 0.0 0.0
H -1.514739 -2.640536 6.493545 0.0 0.0 -0.1
O -0.738131 -4.173985 -2.077761 0.0 0.1 0.1
S -0.915433 -3.310304 -0.948867 0.0 -0.2 0.0
O -1.447349 -3.886188 0.272820 0.0 0.0 -0.2
O -1.801952 -2.085057 -1.301380 0.0 -0.3 0.1
O 0.409144 -2.580006 -0.595602 -0.2 -0.3 0.1
C 3.290248 -0.707050 -1.768007 0.1 -0.1 -0.1
C 2.352503 -0.757185 -2.975224 -0.3 0.0 0.3
C 2.079329 -2.214216 -3.353210 0.1 0.0 -0.2
C 2.987553 -0.047131 -4.161436 0.1 0.0 0.0
Sb 0.463683 0.214237 -2.298520 0.7 0.6 -1.5
C 0.924805 2.411597 -2.252730 0.0 -0.2 0.1
C 1.790352 2.947782 -3.395196 0.0 0.1 0.0
C -0.418398 3.151850 -2.250049 0.1 0.1 0.0
C 1.669966 2.680422 -0.939412 0.0 0.1 0.0
C -0.889678 -0.055726 -4.060415 0.0 0.0 0.5
C -0.223422 0.456236 -5.334110 -0.1 0.0 -0.1
C -2.166376 0.742247 -3.757416 0.0 -0.1 -0.1
C -1.251860 -1.528328 -4.243444 0.0 -0.1 -0.1
H 4.256084 -1.153210 -2.044271 -0.1 0.0 0.0
H 2.884778 -1.286359 -0.933325 0.0 0.0 0.0
H 3.487027 0.318902 -1.444782 0.0 -0.1 0.0
H 3.045198 -2.737608 -3.412938 -0.1 0.1 0.0
H 1.607458 -2.287496 -4.336727 0.1 0.0 0.1
H 1.462703 -2.740150 -2.632556 0.0 -0.1 0.1
H 3.909223 -0.589036 -4.417942 -0.1 0.1 0.0
H 3.260270 0.982005 -3.943773 0.1 -0.1 0.0
H 2.345068 -0.053992 -5.042123 0.1 0.0 0.1
H 1.470794 2.631691 -4.387018 0.0 0.1 0.1
H 2.840883 2.680636 -3.270540 -0.1 0.1 0.0
H 1.729722 4.044827 -3.367475 0.0 -0.1 0.0
H -0.846127 3.200064 -3.253744 0.1 0.0 0.1
H -0.239967 4.184815 -1.919535 0.0 -0.1 0.0
H -1.141119 2.710047 -1.565660 0.0 0.0 0.0
H 2.622382 2.139755 -0.896146 -0.1 0.1 -0.1
H 1.067605 2.435147 -0.065833 0.0 0.0 0.0
H 1.907173 3.753705 -0.890427 0.0 -0.1 0.0
H 0.355623 1.365130 -5.188835 -0.1 0.0 -0.1
H -1.013237 0.682391 -6.063669 0.1 -0.1 0.0
H 0.428465 -0.302379 -5.774873 -0.1 0.1 0.0
H -2.043790 1.802432 -3.966820 0.0 0.0 0.0
H -2.495157 0.634269 -2.720580 0.0 0.0 0.0
H -2.970524 0.364583 -4.401429 0.1 0.0 0.0
H -0.387032 -2.192074 -4.241600 -0.1 0.1 -0.1
H -1.755776 -1.628926 -5.216743 0.1 0.0 0.1
H -1.921557 -1.881880 -3.468439 -0.1 0.0 0.0
O -3.252314 0.239352 0.303829 0.2 -0.1 -0.1
C -3.363229 0.535488 1.643566 0.0 0.1 0.3
C -4.424515 -0.004560 2.365727 0.0 0.0 -0.1
C -4.586329 0.291396 3.707502 0.0 0.0 0.1
C -3.682670 1.132789 4.346358 0.1 0.0 0.0
C -2.609337 1.638793 3.630125 -0.1 -0.1 0.0
C -2.411468 1.350003 2.277104 0.0 0.0 0.0
C -1.131250 1.894728 1.635504 0.2 0.0 -0.1
O -0.335300 2.502524 2.345894 -0.3 -0.1 -0.3
O -0.940581 1.598138 0.382777 -0.1 0.0 0.7
H -3.890713 -0.446613 0.080466 -0.1 -0.1 -0.1
H -5.125891 -0.665748 1.861265 0.0 0.1 0.0
H -5.423575 -0.134524 4.251653 0.1 0.0 -0.1
H -3.811379 1.383358 5.393248 0.0 0.0 -0.1
H -1.874297 2.282744 4.097231 0.0 0.0 0.0
```
Forces are in eV/Å.

---

Entry 2:
C33H39BBiF3N3O3 | ωB97M-V with the def2-TZVPD basis set

Computed properties:
**Total charge**: +1
**Multiplicity**: 1
**HOMO-LUMO gap**: 6.0 eV
**Molecular weight**: 802.5 g/mol
**E_LUMO**: -3.04 eV

The geometry in XYZ format:
```
83
Properties=species:S:1:pos:R:3:forces:R:3
Bi 1.427160 -0.264232 -1.135430 0.0 -0.1 -0.1
O 2.137587 -6.553428 -4.494832 0.0 0.0 0.0
C 1.496069 -5.477587 -5.143626 0.0 0.0 0.0
C 1.508765 -4.281161 -4.238238 0.0 -0.1 0.0
C 0.969449 -3.067986 -4.663832 0.0 0.1 0.0
C 0.978125 -1.989305 -3.817942 0.0 -0.1 0.0
N 1.498418 -2.055636 -2.576253 -0.1 0.1 0.0
C 2.029503 -3.216288 -2.153102 0.0 0.0 0.1
C 2.041948 -4.343916 -2.968792 0.0 0.0 0.0
C 2.587823 -3.225674 -0.790609 0.0 0.0 -0.1
C 3.213531 -4.335730 -0.228594 0.0 0.0 0.0
C 3.715343 -4.269827 1.056178 0.0 0.0 0.0
C 4.447341 -5.440559 1.666913 0.0 0.0 0.0
O 5.844983 -5.351342 1.449239 0.0 0.0 0.0
C 3.572076 -3.070157 1.753909 0.0 0.1 0.0
C 2.952339 -2.006838 1.145228 0.0 0.0 0.0
N 2.468594 -2.081717 -0.103908 0.0 0.1 0.0
H 2.166339 -7.311034 -5.086445 0.0 0.0 0.0
H 0.454160 -5.718253 -5.382128 0.0 0.0 0.0
H 1.998376 -5.213503 -6.079984 0.0 0.0 0.0
H 0.541954 -2.958058 -5.652411 0.0 0.0 0.0
H 0.568603 -1.033924 -4.108850 0.0 0.0 0.0
H 2.464295 -5.275296 -2.626522 0.0 0.0 0.0
H 3.318245 -5.251622 -0.793131 0.0 0.0 0.0
H 4.129373 -6.364542 1.187388 0.0 0.0 0.0
H 4.206699 -5.515331 2.730887 0.0 0.0 0.0
H 6.212760 -4.637720 1.980482 0.0 0.0 0.0
H 3.933806 -2.965411 2.769343 0.0 0.0 0.0
H 2.819395 -1.062586 1.658192 0.0 0.0 0.0
C -3.993477 1.973308 3.056256 0.0 0.0 0.1
C -3.318445 0.822845 2.304433 0.0 0.0 0.0
C -4.088928 -0.476204 2.552818 0.0 0.0 0.1
C -1.803701 0.796681 2.665968 -0.1 0.0 -0.1
C -1.647799 0.596518 4.162922 0.0 0.0 0.0
C -0.636634 1.121078 4.854263 -0.1 0.0 0.0
C 0.345883 1.952505 4.186989 0.0 0.0 0.0
C 0.232882 2.346923 2.908200 0.0 0.0 0.0
C 1.324784 3.210370 2.306381 0.0 0.0 0.0
C 2.014721 2.503940 1.139092 0.0 0.0 0.0
C 0.910752 4.639244 1.938928 0.0 0.0 0.0
C -0.993474 1.982553 2.137825 0.1 0.1 0.1
N -1.205635 2.669796 1.083304 -0.1 0.0 0.0
C -2.363637 2.737526 0.293846 0.1 0.0 0.0
C -3.286463 3.761393 0.517781 0.0 0.1 -0.1
C -4.401434 3.917659 -0.290782 0.0 0.0 0.0
C -4.615793 3.065908 -1.364963 0.0 0.0 0.0
C -3.696046 2.060973 -1.628790 0.0 0.0 0.0
C -2.595792 1.925145 -0.809499 0.0 0.1 -0.1
F -1.707787 0.937868 -1.088430 0.0 -0.1 0.2
H -4.956997 2.210789 2.603226 0.0 0.0 0.0
H -3.386595 2.881060 3.052801 0.0 -0.1 0.0
H -4.172614 1.701833 4.099686 0.0 0.0 0.0
H -3.403629 1.020050 1.240344 0.0 -0.1 0.1
H -3.981914 -0.846286 3.574752 0.0 0.0 0.0
H -3.797588 -1.274245 1.873971 0.0 0.0 0.0
H -5.151140 -0.278285 2.395929 0.0 0.0 0.0
H -2.381769 -0.036836 4.644625 0.0 0.0 0.0
H -0.543492 0.942585 5.918063 0.0 0.0 0.0
H 1.205462 2.282171 4.761007 0.0 0.0 0.0
H 2.072435 3.301155 3.100039 0.0 0.0 0.0
H 1.308024 2.336011 0.325047 0.0 0.0 0.0
H 2.426776 1.541019 1.455667 0.0 0.0 0.0
H 2.836173 3.110589 0.754279 0.0 0.0 0.0
H 0.279833 4.661724 1.053145 0.0 0.0 0.0
H 1.804849 5.236992 1.748234 0.0 0.0 0.0
H 0.364539 5.110487 2.758550 0.0 0.0 0.0
H -3.108614 4.435349 1.346554 0.0 0.0 0.0
H -5.103926 4.713550 -0.079788 0.0 0.0 0.0
H -5.487692 3.181298 -1.994893 0.0 0.0 0.0
H -3.821214 1.367779 -2.451851 0.0 0.0 0.0
C 0.210499 3.141623 -2.351968 0.0 0.0 0.0
C 0.039926 2.091318 -3.406872 0.0 0.0 0.0
C -0.517299 2.524169 -4.727428 0.0 0.0 0.0
O 0.358684 0.925494 -3.218158 0.1 0.1 0.0
H -0.524661 3.938724 -2.458253 0.0 0.0 0.0
H 1.203260 3.585157 -2.478626 0.0 0.0 0.0
H 0.140352 2.711025 -1.356775 0.0 0.0 0.0
H 0.044519 3.381923 -5.104425 0.0 0.0 0.0
H -1.545490 2.865409 -4.580951 0.0 0.0 0.0
H -0.492837 1.709774 -5.446173 0.0 0.0 0.0
F -1.482462 -1.722377 2.299615 0.0 0.1 -0.1
B -0.968855 -0.502879 2.272363 0.0 -0.2 0.3
F 0.356416 -0.455529 2.098567 -0.1 0.0 -0.1
```
Forces are in eV/Å.

---

Entry 3:
C8H28N2O5 | ωB97M-V with the def2-TZVPD basis set

Computed properties:
**Total charge**: 0
**Multiplicity**: 1
**HOMO-LUMO gap**: 8.4 eV
**Molecular weight**: 232.3 g/mol
**E_LUMO**: -0.01 eV

The geometry in XYZ format:
```
43
Properties=species:S:1:pos:R:3:forces:R:3
O 0.539755 -1.002203 2.231154 -4.2 -2.2 8.1
H -0.328175 -1.070483 2.628974 -0.6 0.1 0.6
H 0.909155 -1.881843 2.308654 0.3 -0.5 0.4
O 0.223615 0.841187 0.493244 -3.7 1.1 2.7
H 0.584645 0.201627 -0.120646 0.0 1.5 1.2
H 0.083635 0.346397 1.300594 -0.3 1.0 -0.2
O 1.574345 2.301607 -0.435556 1.7 2.2 -1.7
H 2.073025 1.631337 0.031654 0.0 -0.2 0.2
H 0.681855 2.213517 -0.101006 0.3 0.2 0.2
C 0.464255 -0.544503 -1.428656 0.3 -1.0 -3.0
C 1.418115 -1.431483 -0.623866 0.5 0.3 -0.1
C 2.665565 -1.774953 -1.494576 -1.0 -0.2 -0.4
O 3.707855 -2.418383 -0.797716 -0.4 0.1 0.4
C 5.007445 -2.183023 -1.314066 0.0 -0.3 0.7
N 1.775265 -0.709513 0.566964 6.2 -1.2 -3.0
H -0.562185 -0.529773 -1.062176 0.3 -0.4 -0.5
H 0.473005 -0.846523 -2.475936 -0.2 -0.3 -0.1
H 0.845115 0.476687 -1.443006 0.1 0.0 -0.8
H 0.778075 -2.237173 -0.264256 0.4 -1.3 -0.8
H 3.041815 -0.895053 -2.016416 0.0 0.7 0.5
H 2.294355 -2.347653 -2.344476 0.0 -0.8 0.0
H 5.175855 -1.118243 -1.475236 -0.1 0.0 -0.7
H 5.201655 -2.861423 -2.144826 0.0 0.5 -0.5
H 5.737825 -2.444043 -0.548226 -0.2 -0.2 0.2
H 1.058485 -0.845463 1.265434 2.2 1.1 -3.9
H 2.628605 -1.105633 0.934404 0.5 -0.2 -0.1
C -2.507945 2.609737 -1.182336 -0.3 -1.0 -1.3
C -3.312775 1.508817 -0.471626 0.0 1.8 0.4
C -2.417615 0.738657 0.466364 -0.7 -0.8 -0.3
O -3.191965 -0.099663 1.329004 0.5 0.2 0.0
C -2.410175 -0.530543 2.422504 -2.2 0.5 0.4
N -4.355105 2.221427 0.271684 -0.1 -0.4 0.0
H -2.163455 3.463487 -0.598776 -0.1 -0.3 0.4
H -3.173715 2.982697 -1.960636 0.1 0.3 0.0
H -1.665425 2.156607 -1.704766 0.3 0.2 0.0
H -3.867725 0.922137 -1.203686 0.5 -0.5 -0.1
H -1.852935 1.438097 1.082834 0.0 0.1 -0.1
H -1.716685 0.088777 -0.057536 -0.3 0.4 0.0
H -1.887335 0.303477 2.890654 0.6 0.1 -0.2
H -1.792735 -1.399063 2.193294 -0.2 -0.2 -0.1
H -3.181595 -0.765343 3.155914 0.3 -0.7 0.3
H -3.920975 3.024227 0.704294 -0.1 0.1 0.3
H -4.634805 1.571457 0.992384 -0.4 0.2 0.4
```
Forces are in eV/Å.

---

Entry 4:
C26H22BF2N4O2STi | ωB97M-V with the def2-TZVPD basis set

Computed properties:
**Total charge**: -1
**Multiplicity**: 3
**HOMO-LUMO gap (spin up / spin down)**: 3.8 / 6.8 eV
**Molecular weight**: 551.2 g/mol
**E_LUMO (spin up / spin down)**: 2.06 / 2.06 eV

The geometry in XYZ format:
```
59
Properties=species:S:1:pos:R:3:forces:R:3
Ti -2.039128 -0.117619 1.022099 -0.1 0.7 -0.1
O -2.326585 -1.488891 -0.144319 -0.1 -0.9 -1.3
C -2.843603 -1.691139 -1.367088 0.0 0.1 0.2
C -2.796321 -2.949054 -1.942749 0.0 -0.1 0.0
C -3.303908 -3.184034 -3.219125 0.0 0.0 0.0
C -3.875100 -2.128931 -3.931816 0.0 0.0 0.1
C -3.932999 -0.869775 -3.369020 0.0 0.0 0.0
C -3.427683 -0.600008 -2.076235 0.0 0.2 0.1
C -3.511790 0.702484 -1.519726 0.1 0.0 0.2
N -3.081636 1.048605 -0.278104 -0.2 0.2 -0.3
C -3.230270 2.447221 0.097975 0.1 -0.1 -0.1
C -3.107367 2.529909 1.611816 0.1 0.0 0.0
N -2.026105 1.639040 1.995488 0.2 0.5 0.3
C -1.122127 2.046725 2.921166 -0.1 -0.2 -0.2
C 0.005694 1.281377 3.319745 -0.2 0.1 -0.1
C 1.020184 1.857393 4.120750 0.0 0.0 0.0
C 2.181854 1.181264 4.433790 0.0 -0.1 0.0
C 2.377791 -0.116183 3.957927 0.0 0.0 0.0
C 1.377361 -0.725687 3.203285 0.1 -0.2 0.0
C 0.193970 -0.074048 2.899633 -0.2 0.1 0.0
O -0.770553 -0.710080 2.213344 1.1 0.0 0.7
H -2.350013 -3.748854 -1.362589 0.0 0.0 0.0
H -3.258585 -4.177057 -3.649042 0.0 0.0 0.0
H -4.274427 -2.297534 -4.925264 0.0 0.0 0.0
H -4.379064 -0.049778 -3.923095 0.0 0.0 0.0
H -3.979809 1.469868 -2.132646 0.0 0.1 0.0
H -4.189474 2.855464 -0.239327 0.0 0.0 0.0
H -2.434501 3.054718 -0.364769 0.0 0.0 0.0
H -4.046099 2.186262 2.056569 0.0 0.0 0.1
H -2.927148 3.559807 1.936790 0.0 0.1 0.0
H -1.225521 3.044739 3.340699 0.0 0.1 0.0
H 0.872370 2.874394 4.470811 0.0 0.0 0.0
H 2.942866 1.659274 5.039783 0.0 0.0 0.0
H 3.292250 -0.652524 4.180273 0.0 0.0 0.0
H 1.496910 -1.744055 2.848534 0.0 0.0 0.0
F -4.803509 -0.138012 2.631173 0.1 0.0 0.0
B -3.697090 -0.821506 2.237098 -1.0 -0.4 0.7
F -3.736151 -2.086895 2.719893 0.0 0.1 0.0
S 3.429565 0.314019 -3.257462 0.0 0.0 0.0
C 2.093174 0.333440 -2.078145 0.1 0.0 0.0
C 1.662340 -0.824988 -1.451525 0.0 -0.1 0.1
C 0.612343 -0.745119 -0.552023 0.2 0.0 -0.1
N -0.024050 0.396714 -0.274670 0.2 -0.4 -0.2
C 0.396271 1.493789 -0.881014 -0.1 0.4 0.0
C 1.451694 1.520279 -1.782492 -0.1 0.2 0.0
C 4.710476 -0.364541 -2.218483 -0.1 0.0 0.0
C 5.248227 0.377510 -1.178265 0.1 0.0 0.1
C 6.245219 -0.195349 -0.401617 -0.1 0.0 -0.1
N 6.726914 -1.420857 -0.604443 0.0 0.0 0.0
C 6.200431 -2.120992 -1.604628 0.0 0.0 0.0
C 5.193454 -1.642730 -2.434960 0.1 -0.1 -0.1
H 2.133566 -1.777499 -1.655203 0.0 0.0 0.0
H 0.257709 -1.628777 -0.038510 -0.1 0.0 0.0
H -0.132028 2.405622 -0.623511 0.0 0.0 0.0
H 1.765295 2.448995 -2.239848 0.0 0.0 0.0
H 4.888573 1.377476 -0.973651 0.0 0.0 0.0
H 6.682708 0.358648 0.421387 0.0 0.0 0.0
H 6.598251 -3.119617 -1.749688 0.0 0.0 0.0
H 4.795155 -2.252931 -3.234960 0.0 0.0 0.0
```
Forces are in eV/Å.

---

Entry 5:
C5H8N2 | ωB97M-V with the def2-TZVPD basis set

Computed properties:
**Total charge**: 0
**Multiplicity**: 1
**HOMO-LUMO gap (spin up / spin down)**: 8.2 / 8.2 eV
**Molecular weight**: 96.1 g/mol
**E_LUMO (spin up / spin down)**: -0.05 / -0.03 eV

The geometry in XYZ format:
```
15
Properties=species:S:1:pos:R:3:forces:R:3
C 1.614900 0.369258 1.861711 -0.2 0.0 -0.1
C 1.534593 0.928478 0.507171 -0.2 0.4 0.4
C -0.261762 -0.654252 -1.319801 -0.1 0.1 0.2
C 1.071128 -1.105913 -0.950380 0.8 -1.2 -0.2
N 2.047313 -1.706417 -0.781019 -1.0 0.3 -0.3
N -1.085994 -0.304036 -0.425976 0.4 -0.1 -0.3
C -2.420148 0.066953 -0.852124 -0.1 0.1 0.0
H 1.592393 -0.727472 1.877496 0.1 0.2 0.0
H 2.677059 0.625290 2.072814 -0.1 0.1 0.0
H 0.994129 0.800166 2.656572 0.1 -0.1 -0.1
H 1.068310 1.927863 0.562621 0.0 0.1 0.2
H -0.494486 -0.694032 -2.393863 0.1 0.1 0.2
H -2.483263 0.319411 -1.920532 0.0 -0.1 0.1
H -2.751870 0.919644 -0.253440 0.0 -0.1 -0.1
H -3.102302 -0.764941 -0.641250 0.1 0.1 0.0
```
Forces are in eV/Å.

---

Entry 6:
C5H6S2 | ωB97M-V with the def2-TZVPD basis set

Computed properties:
**Total charge**: 0
**Multiplicity**: 1
**HOMO-LUMO gap**: 7.6 eV
**Molecular weight**: 130.2 g/mol
**E_LUMO**: -0.31 eV

The geometry in XYZ format:
```
13
Properties=species:S:1:pos:R:3:forces:R:3
C -0.004465 0.292271 0.286852 0.8 5.4 -1.5
C -0.194220 -0.920096 -0.033054 0.0 -2.3 -0.9
C 0.649142 1.397498 -1.738354 -1.2 -2.3 3.1
C 0.815728 2.686951 -1.706074 -1.6 2.1 1.6
C -0.634934 -2.113405 0.814982 1.3 1.0 2.9
S -0.005321 -1.511568 -1.705704 0.1 -0.4 -0.2
S 0.691989 0.091659 -2.863625 0.2 0.3 0.5
H -0.175507 1.165733 0.988834 0.4 -1.9 -0.8
H 0.913406 3.348714 -2.527286 0.6 0.0 -1.3
H 0.421462 3.374565 -0.865522 1.0 -1.7 -0.7
H -1.460229 -2.624566 0.363234 -0.3 -0.5 -0.2
H -0.955464 -1.644324 1.809937 0.1 -0.8 -1.3
H 0.220188 -2.814927 1.152437 -1.3 1.1 -1.1
```
Forces are in eV/Å.